DFT (wB97M-V/def2-TZVPD) results for a 6-piece molecular cluster, C27H39N6O5P overall in a non-equilibrium geometry.

Structure (ORCA input):
```
! RIJCOSX wB97M-V def2-TZVPD def2/J DEFGRID3
* xyz 0 1
C 4.825 -6.531 -2.459
C 4.533 -5.091 -2.969
O 4.541 -5.133 -4.401
C 3.323 -4.662 -4.956
C 2.172 -5.709 -4.819
O 0.862 -5.113 -4.687
C 0.276 -5.371 -3.457
P -0.152 -7.136 -3.000
N 1.064 -8.095 -2.727
C -1.084 -4.606 -3.291
O -0.612 -3.271 -3.498
C 0.652 -3.269 -2.954
O 1.327 -2.343 -2.911
O 0.997 -4.555 -2.513
H 4.722 -6.592 -1.362
H 4.163 -7.282 -2.920
H 5.857 -6.822 -2.731
H 5.308 -4.429 -2.547
H 3.538 -4.777 -2.607
H 3.008 -3.693 -4.525
H 3.542 -4.497 -6.026
H 2.444 -6.401 -4.006
H 2.153 -6.283 -5.763
H -0.950 -7.665 -4.053
H -0.932 -7.030 -1.813
H 1.061 -8.457 -1.778
H -1.939 -4.982 -3.861
H -1.220 -4.655 -2.192
N 0.228 -0.871 -0.819
C -0.875 -0.110 -0.560
C -0.798 0.315 0.744
C 0.404 -0.209 1.288
C 1.014 -0.934 0.296
H 0.434 -1.321 -1.703
H -1.619 0.065 -1.321
H -1.525 0.933 1.250
H 0.778 -0.071 2.291
H 1.938 -1.488 0.290
N -4.193 1.246 -0.169
C -4.054 2.399 -0.893
C -5.307 2.894 -1.142
C -6.239 2.008 -0.540
C -5.521 1.003 0.054
H -3.436 0.667 0.150
H -3.078 2.765 -1.169
H -5.532 3.793 -1.693
H -7.313 2.098 -0.542
H -5.839 0.139 0.614
N -0.329 3.315 2.300
C -1.037 4.316 1.696
C -0.740 5.491 2.338
C 0.189 5.187 3.367
C 0.424 3.838 3.315
H -0.356 2.345 2.038
H -1.690 4.106 0.864
H -1.143 6.461 2.097
H 0.633 5.878 4.065
H 1.059 3.204 3.913
N 3.529 1.268 4.117
C 3.539 1.866 5.348
C 4.383 1.153 6.157
C 4.909 0.085 5.383
C 4.366 0.184 4.129
H 2.992 1.576 3.325
H 2.944 2.744 5.542
H 4.602 1.373 7.189
H 5.606 -0.669 5.709
H 4.500 -0.421 3.248
N -3.730 7.584 1.855
C -3.953 7.908 3.166
C -4.432 9.191 3.207
C -4.506 9.658 1.868
C -4.070 8.643 1.058
H -3.374 6.703 1.529
H -3.750 7.200 3.952
H -4.700 9.734 4.099
H -4.843 10.627 1.538
H -3.970 8.583 -0.013
*
```

The gap between HOMO and LUMO comes out at 8.06 eV. Its SMILES is CCOCCO[C@]1([PH2]=N)COC(=O)O1.c1cc[nH]c1.c1cc[nH]c1.c1cc[nH]c1.c1cc[nH]c1.c1cc[nH]c1. As for the energy above the lowest of the compared OMol25 structures with the same formula, charge and spin: 16.48 kcal per mole. The total energy is -2098.16381 Eh. As for the highest occupied orbital energy: -8.1 eV. The max |F| is 4.585 eV Å⁻¹.